# 1
This record from the Open Molecules 2025 dataset describes a molecular structure, C30H78BMnO16. The level of theory is ωB97M-V/def2-TZVPD.

The calculation puts the total energy at -3568.9494 Ha. The calculation puts the lowest unoccupied orbital energy (spin up / spin down) at 0.007 / -0.118 Ha. As for the frontier orbital gap (spin up / spin down): 8.6 / 5.2 eV. As for the multiplicity: 7. The calculation puts the largest force on an atom at 0.0865 hartree/bohr.

```
126
Properties=species:S:1:pos:R:3:forces:R:3
Mn 1.991 1.911 -0.861 0.97 -0.19 -1.13
O -1.128 1.429 -5.326 -0.86 -0.27 -0.93
O -3.168 1.430 1.247 2.10 0.04 1.19
O 2.440 2.882 -2.675 -1.28 0.85 1.55
O -3.751 1.120 -6.425 -0.67 -0.19 0.52
O 1.652 -0.655 6.041 0.46 0.61 0.68
O -3.181 1.278 -1.673 1.66 -0.54 -1.54
O -3.976 -0.836 -0.248 -0.23 -1.90 -0.70
O -1.804 -2.076 3.457 0.31 1.58 -0.77
O 4.075 0.415 -1.472 1.02 0.94 1.48
O 3.709 2.315 0.429 0.98 -1.11 0.81
O 0.955 3.636 -0.085 0.60 1.79 -2.95
O 1.285 -3.103 3.083 -0.38 1.14 -0.72
O -5.527 0.520 1.650 -0.77 -0.35 1.98
O 0.386 -4.067 -1.705 0.83 0.15 1.07
O 2.717 -3.275 -3.659 0.47 -0.14 -0.37
O 1.431 1.780 4.407 -1.22 0.25 -0.14
C -4.650 0.408 2.795 -0.89 0.72 0.22
C 0.559 -3.667 -0.320 -0.58 1.44 -0.55
C 1.419 2.408 3.137 -0.05 -0.17 0.48
C 1.046 -1.176 7.230 -0.06 0.40 -0.60
C 2.631 1.330 4.937 -0.63 -0.64 1.08
C 4.443 1.114 0.786 -1.49 -0.06 0.44
C 0.448 -3.013 -2.703 -0.17 -1.00 0.31
C -3.415 1.253 2.640 -0.40 0.52 -1.20
C -6.908 0.407 2.098 0.86 -0.74 -1.22
C -0.579 -1.475 3.888 0.74 -1.19 0.63
C 3.502 -4.116 -2.797 -0.64 -0.10 -0.63
C 0.009 0.949 -4.637 0.04 0.65 -0.80
C 1.818 -2.400 -3.015 -0.17 -0.68 1.34
C 4.578 -0.014 -2.703 0.77 0.09 -0.95
C 0.772 -1.757 3.092 -1.70 0.23 -0.79
C -2.596 0.017 -2.093 -0.94 -0.55 1.78
C -2.739 -0.987 -0.924 0.53 0.82 1.00
C 2.265 0.631 6.279 -0.05 -0.42 -1.57
C 1.926 -3.362 4.288 -0.97 -1.30 0.82
C -2.600 2.310 -2.505 -1.38 -0.28 0.75
C -1.246 1.006 -6.717 -0.95 0.14 1.34
C -4.080 -0.235 -6.207 0.56 -0.90 -1.35
C 1.093 4.512 -1.268 -0.85 -0.77 1.11
C -1.675 -3.426 3.198 0.37 -0.69 -0.15
C 5.060 0.471 -0.403 0.02 -0.60 -0.40
C -1.844 1.981 1.068 -1.06 -0.39 -0.46
C 1.499 3.941 -2.670 1.03 -1.89 0.15
C -4.270 -2.007 0.540 -0.71 0.94 -0.36
C 4.519 3.458 0.214 -0.82 0.76 -0.44
C -2.663 1.464 -7.242 1.44 0.30 0.96
B 0.958 0.115 -0.375 -0.58 -0.93 0.41
H -2.528 -2.016 -1.219 -0.43 -0.25 -0.67
H -1.043 1.409 1.537 -0.21 -0.29 0.40
H -7.230 1.254 2.702 0.04 0.02 -0.02
H -0.261 -2.205 -2.524 -0.09 0.18 0.55
H 6.030 0.937 -0.577 -0.18 0.61 -1.21
H -2.883 2.128 -3.542 0.25 0.19 -0.15
H -4.144 -2.965 0.036 0.68 0.02 -0.39
H 0.849 1.510 -5.046 0.63 -0.41 0.13
H -0.398 -1.871 4.888 -0.02 0.14 0.41
H 0.782 -4.393 0.462 0.19 -0.92 -0.94
H 4.864 -1.063 -2.630 -0.20 -0.15 -0.39
H 5.435 0.553 -3.067 0.63 0.18 0.67
H 3.145 0.639 4.269 0.24 -0.12 -0.14
H -0.807 -0.414 3.990 0.46 0.02 -0.24
H 4.903 3.529 -0.803 0.20 -0.38 -0.06
H 1.742 -1.315 8.057 0.32 -0.07 -0.07
H 0.381 -0.765 -0.136 -1.77 -3.00 0.65
H -5.116 0.898 3.650 -0.61 -0.24 0.27
H -1.518 2.393 -2.398 0.25 -0.27 0.02
H 1.307 -2.882 -0.212 0.18 0.00 -0.17
H 0.028 -3.582 -3.532 0.38 0.35 -0.54
H 0.581 -2.128 6.973 0.12 0.05 0.01
H 0.525 -1.486 2.066 0.34 -0.23 -0.28
H -1.122 -0.076 -6.768 -0.18 -0.30 0.08
H -1.640 1.923 -0.001 -0.15 0.34 0.09
H -2.602 0.834 3.234 0.40 -0.32 -0.34
H 0.156 5.050 -1.411 -0.19 0.15 0.36
H -7.116 -0.544 2.589 0.42 -0.05 0.73
H 5.146 1.267 1.605 0.31 0.50 -0.23
H 3.265 2.175 5.204 0.41 0.15 -0.13
H 1.847 4.751 -3.311 0.04 0.47 0.22
H -0.433 1.401 -7.326 -0.04 0.45 -0.14
H -0.053 1.198 -3.577 -0.27 -0.03 -0.11
H 0.497 2.983 3.049 0.00 -0.02 0.20
H -1.538 0.130 -2.329 0.13 0.05 0.05
H 1.643 -1.463 -3.544 0.20 -0.26 -0.72
H 5.387 -0.516 -0.080 -0.35 -0.54 -0.16
H -7.515 0.264 1.204 0.04 0.75 -0.22
H 1.378 1.654 2.352 0.44 0.00 -0.29
H 2.256 3.101 3.061 0.21 -0.04 -0.36
H 3.917 0.230 -3.535 -0.84 -0.57 0.51
H 0.409 0.927 0.074 -2.13 3.40 1.65
H -0.375 -3.216 0.017 -0.24 0.22 -0.01
H 3.774 4.249 0.297 0.45 0.45 0.22
H -4.867 -0.433 -5.480 0.40 0.83 0.46
H 1.012 0.264 -1.443 0.29 0.39 -4.42
H -3.031 3.243 -2.142 -0.07 0.06 -0.16
H -2.638 -3.864 2.931 -0.11 0.16 0.28
H 4.099 -4.779 -3.424 -0.05 0.21 -0.27
H -5.344 -2.000 0.724 0.01 0.39 0.32
H -2.684 2.552 -7.193 0.18 0.06 -0.08
H -4.418 -0.597 3.149 -0.15 -0.43 -0.70
H -1.968 -0.838 -0.169 0.42 0.52 0.09
H 3.705 0.438 1.219 -0.29 0.13 -0.18
H -3.086 -0.465 -2.938 -0.35 0.62 -0.45
H 2.857 -4.774 -2.215 -0.03 0.22 0.33
H 5.318 3.565 0.948 -0.13 -0.11 0.10
H -3.197 -0.848 -6.032 0.16 0.08 0.69
H 1.840 5.266 -1.019 0.39 0.00 0.44
H -4.483 -0.710 -7.102 -0.20 0.23 -0.62
H -1.252 -3.870 4.099 -0.03 -0.72 0.06
H -1.817 3.003 1.445 0.10 0.27 -0.06
H 1.134 -3.390 5.037 0.27 0.87 0.82
H 1.542 1.292 6.755 0.12 0.03 0.39
H 1.555 -1.081 3.438 -0.15 0.15 0.27
H -3.729 -1.981 1.486 0.17 -0.12 0.03
H 0.273 -0.489 7.574 -0.20 0.06 0.05
H -3.627 2.217 3.103 0.10 0.50 -0.11
H 2.752 -2.682 4.496 -0.06 -0.05 0.21
H 4.203 -3.557 -2.177 -0.17 0.26 0.24
H -2.747 1.210 -8.299 -0.26 -0.51 -0.12
H 0.119 -0.129 -4.752 0.16 -0.15 -0.04
H 1.933 0.086 0.087 3.88 -0.38 1.71
H 3.198 0.517 6.832 -0.08 -0.05 0.45
H 2.294 -2.060 -2.095 -0.11 0.08 0.45
H 0.561 3.602 -3.109 -0.43 -0.13 -0.14
H -0.997 -3.614 2.366 0.09 -0.11 -0.04
H 2.183 -4.419 4.357 0.78 0.01 -0.70
```
Forces are in eV/Å.


# 2
This record from the Open Molecules 2025 dataset describes a molecular structure, C30H78BrCl2FIN3O14P3. The level of theory is ωB97M-V/def2-TZVPD.

The calculation puts the total energy at -7323.1196 Ha. The calculation puts the lowest unoccupied orbital energy at -0.167 Ha. Its total charge is +1. As for the frontier orbital gap: 7.1 eV. The calculation puts the largest force on an atom at 0.0175 hartree/bohr.

```
133
Properties=species:S:1:pos:R:3:forces:R:3
I 1.798 1.552 -4.164 0.07 0.02 -0.24
Br 3.571 -0.886 -0.687 -0.04 0.03 -0.13
Cl -0.604 3.875 1.174 0.07 -0.06 0.15
Cl 2.901 3.718 2.045 -0.19 0.03 -0.05
P 2.682 -0.193 1.260 0.13 0.04 -0.19
P -1.029 3.750 -1.614 0.38 -0.01 0.22
P 1.117 1.563 2.808 0.13 -0.19 0.21
F 2.044 3.445 -1.609 0.01 0.01 -0.07
O -2.146 2.831 -1.540 -0.46 -0.08 -0.24
O -3.081 -0.735 3.420 0.07 -0.01 0.04
O 2.248 1.047 3.623 0.11 -0.04 -0.20
O 3.296 4.499 -7.572 -0.10 -0.07 0.14
O 3.844 -7.468 4.141 0.06 0.04 -0.06
O 1.625 1.120 6.418 -0.12 -0.06 -0.04
O 3.540 -4.218 0.885 -0.07 0.10 0.10
O -8.848 4.849 -0.984 0.03 -0.02 -0.02
O -4.665 1.114 -2.258 0.00 0.07 -0.03
O 0.544 4.230 -6.360 -0.08 0.26 0.32
O -1.357 5.257 -1.240 0.16 0.22 0.01
O -2.685 -3.485 4.605 0.11 0.08 -0.09
O -0.290 3.829 -3.007 -0.09 0.06 -0.03
O 1.375 -1.160 1.264 -0.15 0.25 0.28
N 5.996 3.405 0.520 0.72 0.52 -0.12
N 2.475 2.793 0.593 0.27 0.03 0.30
N 3.108 5.661 -0.497 0.02 0.17 0.13
C 0.861 0.841 -1.370 0.31 0.05 0.06
C -1.316 -3.843 4.572 -0.04 -0.05 0.01
C -0.913 0.882 0.476 -0.01 0.16 0.00
C -1.647 -1.425 -0.370 -0.01 -0.07 0.25
C -3.049 -7.799 -0.476 -0.03 0.00 0.01
C -2.693 -4.731 -1.878 -0.15 -0.10 -0.04
C 4.813 -4.818 0.676 -0.05 0.01 0.02
C -7.655 5.217 -0.312 -0.11 -0.04 -0.06
C 0.350 1.589 -0.105 0.11 0.02 0.01
C 5.106 -8.106 3.988 -0.11 0.06 0.01
C -2.738 -3.709 -0.730 0.21 0.01 0.10
C 1.767 5.231 -0.134 0.28 -0.15 0.09
C -2.677 -2.231 -1.155 -0.10 -0.01 -0.19
C 3.853 2.602 -0.122 -0.19 0.07 -0.07
C -2.351 -0.268 4.557 -0.08 0.03 -0.07
C -5.120 1.769 -1.085 0.11 0.00 0.04
C 0.180 3.156 -0.295 -0.12 -0.10 0.41
C 5.362 1.509 1.789 0.14 -0.02 0.16
C 1.590 3.722 -0.362 -0.14 0.11 -0.16
C 5.111 2.544 0.746 -0.65 -0.35 0.01
C -0.189 -0.499 -3.291 0.08 -0.02 -0.07
C -1.887 0.083 -0.408 -0.10 0.05 -0.02
C 2.706 1.310 7.316 0.00 0.01 0.04
C 0.283 5.469 -5.723 -0.16 -0.07 -0.21
C 0.269 0.876 -2.802 -0.42 -0.19 0.18
C 1.602 1.535 0.957 -0.66 0.05 -0.30
C -1.996 -6.682 -0.341 0.04 -0.03 -0.01
C -4.221 -7.660 0.489 0.07 0.08 0.15
C -1.741 -5.906 -1.640 -0.09 -0.06 -0.09
C 3.375 5.895 -7.364 0.03 -0.09 -0.07
H 6.403 1.608 2.090 -0.01 -0.03 0.04
H -1.482 1.618 1.036 -0.07 0.02 0.05
H -0.662 -3.008 4.852 -0.01 0.01 0.02
H 5.925 -7.382 3.953 0.02 -0.02 0.00
H 0.631 2.803 3.198 -0.11 0.12 -0.08
H -3.864 -7.638 1.522 -0.02 -0.01 -0.01
H -0.636 -1.693 -0.695 0.01 -0.02 -0.02
H 3.227 0.376 7.539 -0.02 -0.01 -0.01
H -4.769 -6.731 0.317 -0.01 -0.02 -0.03
H 0.475 -1.287 -2.934 -0.01 0.00 -0.01
H 0.022 0.710 2.856 -0.24 0.13 -0.09
H 5.198 0.501 1.417 0.06 -0.05 -0.04
H 5.138 -8.731 3.091 0.02 -0.01 0.01
H 1.967 0.782 5.583 0.10 0.12 0.03
H -7.067 4.342 -0.018 0.02 0.02 0.01
H -1.985 0.480 -1.415 0.08 -0.04 0.03
H -7.034 5.883 -0.918 0.02 0.00 0.02
H -0.016 4.681 -3.372 0.08 -0.09 -0.02
H -1.889 -3.902 -0.063 0.00 -0.01 -0.04
H -2.311 -6.002 0.456 0.07 0.05 -0.03
H -3.630 -3.873 -0.124 0.05 -0.01 0.07
H 4.732 1.656 2.670 -0.06 -0.09 -0.07
H -1.714 -1.736 0.681 0.06 0.05 -0.02
H 5.614 -4.076 0.634 0.00 0.01 -0.01
H 5.243 -8.742 4.859 0.02 -0.01 0.00
H -1.298 -0.440 4.339 0.02 0.00 0.08
H 2.596 6.439 -7.907 -0.01 0.00 -0.02
H -2.608 -0.820 5.461 0.02 -0.02 -0.01
H -0.764 5.555 -5.410 -0.01 -0.03 -0.03
H -1.010 -4.220 3.590 -0.02 -0.01 -0.01
H -4.920 -8.492 0.402 -0.02 0.01 -0.04
H 3.732 1.782 -0.822 0.03 -0.20 0.16
H -2.406 -4.222 -2.802 0.04 -0.06 -0.02
H 3.945 3.515 -0.698 -0.01 -0.01 -0.08
H -1.202 -0.695 -2.948 0.06 -0.08 0.11
H -2.570 -8.764 -0.303 -0.03 -0.03 -0.09
H -2.826 -2.781 3.960 -0.09 0.02 -0.01
H -3.654 -1.752 -1.045 0.00 -0.02 -0.03
H -8.621 4.375 -1.790 -0.01 0.02 0.03
H 0.847 -0.198 -1.053 0.04 -0.11 -0.02
H 3.433 2.035 6.937 -0.01 0.00 -0.02
H -0.704 -5.561 -1.689 -0.03 0.12 0.14
H -3.968 1.662 -2.633 0.01 -0.03 0.05
H -1.048 -7.108 -0.008 -0.04 -0.05 0.04
H -0.585 0.152 1.201 0.18 -0.09 0.06
H -5.542 2.755 -1.303 -0.02 -0.01 -0.02
H -1.081 5.963 -1.839 -0.20 -0.14 0.06
H 4.831 -5.424 -0.232 0.01 0.00 0.00
H -3.429 -7.821 -1.501 0.00 -0.02 0.01
H 2.288 1.697 8.243 0.01 0.00 0.01
H 1.031 5.670 -0.802 0.03 0.09 -0.12
H 3.692 -6.907 3.375 -0.04 -0.04 0.04
H 0.370 3.536 -5.712 0.11 -0.26 -0.16
H -1.174 -4.639 5.299 0.03 0.00 0.00
H 0.476 6.256 -6.447 0.04 0.05 0.05
H 4.993 -5.467 1.530 0.05 -0.02 -0.01
H 3.086 6.573 -0.936 0.01 -0.11 -0.11
H -7.959 5.747 0.588 0.04 0.02 0.01
H 1.903 1.101 -1.486 0.11 -0.11 0.06
H -5.895 1.152 -0.636 -0.01 -0.04 -0.05
H 4.342 6.219 -7.744 0.00 0.04 0.01
H -2.513 0.800 4.724 0.03 0.01 0.00
H -2.869 0.234 0.048 -0.02 0.06 -0.14
H 1.468 5.524 0.866 -0.11 -0.10 0.04
H -2.440 -2.187 -2.221 -0.06 0.09 -0.01
H -4.303 1.894 -0.369 -0.07 0.06 0.07
H -4.020 -0.602 3.588 0.02 -0.03 -0.03
H 3.695 5.762 0.324 -0.06 -0.01 0.01
H 0.944 5.637 -4.861 0.15 0.04 0.02
H -0.572 1.553 -2.911 0.21 0.08 -0.10
H -0.203 -0.554 -4.377 -0.03 0.08 0.00
H -1.861 -6.606 -2.472 0.14 0.03 -0.04
H 1.228 -1.575 2.130 0.16 -0.14 -0.17
H 2.433 4.190 -7.265 0.04 0.11 -0.06
H 3.346 -3.629 0.151 0.04 -0.06 -0.07
H -3.691 -5.137 -2.067 -0.04 0.09 0.03
H 5.733 4.074 -0.202 0.02 0.02 -0.04
H 3.318 6.163 -6.303 0.01 -0.01 0.03
```
Forces are in eV/Å.